w.
{"formula": "C16H64O16", "method": "ωB97M-V with the def2-TZVPD basis set", "e_lumo_ev": -0.16, "homo_lumo_gap_ev": 9.71, "e_homo_ev": -9.87, "symbols": ["C", "O", "H", "H", "H", "H", "C", "O", "H", "H", "H", "H", "C", "O", "H", "H", "H", "H", "C", "O", "H", "H", "H", "H", "C", "O", "H", "H", "H", "H", "C", "O", "H", "H", "H", "H", "C", "O", "H", "H", "H", "H", "C", "O", "H", "H", "H", "H", "C", "O", "H", "H", "H", "H", "C", "O", "H", "H", "H", "H", "C", "O", "H", "H", "H", "H", "C", "O", "H", "H", "H", "H", "C", "O", "H", "H", "H", "H", "C", "O", "H", "H", "H", "H", "C", "O", "H", "H", "H", "H", "C", "O", "H", "H", "H", "H"], "coordinates": [[-0.55, -4.36, -1.83], [-1.08, -5.36, -0.97], [-1.27, -3.55, -2.00], [0.30, -3.81, -1.43], [-0.27, -4.80, -2.79], [-0.47, -6.10, -0.98], [-5.55, -0.72, 3.57], [-4.54, -0.50, 2.63], [-5.90, -1.76, 3.52], [-5.12, -0.49, 4.55], [-6.38, -0.05, 3.37], [-3.98, -1.25, 2.46], [-3.93, 3.08, -0.58], [-4.79, 2.84, 0.53], [-4.13, 4.06, -1.03], [-2.96, 3.25, -0.12], [-3.96, 2.26, -1.30], [-4.58, 2.05, 1.04], [3.18, 1.60, 3.65], [3.10, 0.42, 4.41], [2.19, 2.05, 3.58], [3.88, 2.17, 4.25], [3.59, 1.33, 2.67], [3.94, -0.04, 4.37], [5.55, 2.89, -3.48], [5.31, 3.94, -4.41], [4.61, 2.39, -3.26], [6.25, 2.16, -3.90], [6.07, 3.27, -2.60], [5.12, 3.54, -5.27], [3.74, -1.95, -4.82], [3.91, -3.21, -5.27], [3.20, -1.46, -5.63], [3.23, -1.85, -3.86], [4.69, -1.44, -4.65], [4.72, -3.22, -5.79], [0.06, 0.12, 0.34], [1.04, 0.92, -0.27], [-0.78, -0.14, -0.31], [0.56, -0.79, 0.67], [-0.40, 0.65, 1.18], [1.84, 0.38, -0.31], [-5.61, -1.85, -1.85], [-5.56, -1.66, -3.24], [-4.62, -1.73, -1.41], [-6.38, -1.25, -1.35], [-5.82, -2.90, -1.65], [-6.34, -2.04, -3.65], [2.31, 5.30, 0.41], [1.01, 4.83, 0.31], [2.45, 5.19, 1.48], [2.99, 4.60, -0.09], [2.51, 6.31, 0.05], [1.04, 3.88, 0.18], [-1.10, -0.27, -5.14], [-2.29, 0.50, -5.13], [-1.26, -1.28, -5.50], [-0.34, 0.16, -5.79], [-0.71, -0.31, -4.13], [-2.93, 0.00, -4.62], [-1.16, -0.37, 6.32], [-0.06, -1.29, 6.20], [-1.58, -0.19, 5.33], [-1.93, -0.74, 6.99], [-0.82, 0.60, 6.69], [0.57, -0.78, 5.68], [-3.01, 4.68, 4.35], [-3.62, 4.82, 5.63], [-2.67, 3.66, 4.19], [-3.78, 4.80, 3.59], [-2.20, 5.39, 4.23], [-3.97, 5.70, 5.75], [5.88, -1.83, -0.69], [5.15, -0.68, -0.42], [6.61, -1.75, -1.50], [6.49, -2.22, 0.12], [5.21, -2.64, -0.98], [5.76, -0.05, -0.03], [-2.73, -4.53, 3.15], [-2.29, -3.65, 2.20], [-1.85, -5.13, 3.40], [-3.10, -3.98, 4.02], [-3.54, -5.16, 2.78], [-2.02, -4.24, 1.49], [2.83, -4.89, 2.16], [3.10, -5.93, 1.23], [2.99, -5.22, 3.18], [3.45, -4.00, 2.08], [1.80, -4.54, 2.04], [3.07, -5.56, 0.35], [0.10, 4.08, -4.56], [-1.16, 4.22, -5.21], [0.05, 3.19, -3.93], [0.84, 3.92, -5.34], [0.27, 4.98, -3.96], [-1.48, 3.33, -5.34]]}

---

x.
{"formula": "C16H64O16", "method": "ωB97M-V with the def2-TZVPD basis set", "e_lumo_ev": 0.56, "homo_lumo_gap_ev": 10.46, "e_homo_ev": -9.90, "symbols": ["C", "O", "H", "H", "H", "H", "C", "O", "H", "H", "H", "H", "C", "O", "H", "H", "H", "H", "C", "O", "H", "H", "H", "H", "C", "O", "H", "H", "H", "H", "C", "O", "H", "H", "H", "H", "C", "O", "H", "H", "H", "H", "C", "O", "H", "H", "H", "H", "C", "O", "H", "H", "H", "H", "C", "O", "H", "H", "H", "H", "C", "O", "H", "H", "H", "H", "C", "O", "H", "H", "H", "H", "C", "O", "H", "H", "H", "H", "C", "O", "H", "H", "H", "H", "C", "O", "H", "H", "H", "H", "C", "O", "H", "H", "H", "H"], "coordinates": [[1.79, -2.72, -1.91], [2.15, -1.43, -1.37], [0.77, -2.96, -2.15], [2.40, -2.95, -2.80], [1.98, -3.49, -1.16], [2.89, -1.65, -0.71], [-2.67, 0.93, 3.22], [-3.26, 0.45, 2.03], [-3.45, 1.02, 3.98], [-1.94, 0.26, 3.57], [-2.12, 1.86, 3.11], [-2.96, 0.82, 1.21], [2.99, -1.81, 5.90], [1.77, -2.27, 6.44], [3.85, -2.51, 6.04], [2.94, -1.59, 4.77], [3.37, -0.91, 6.39], [1.32, -2.79, 5.74], [-1.79, 4.73, -2.37], [-0.72, 4.46, -3.25], [-2.60, 5.26, -2.85], [-2.31, 3.91, -1.83], [-1.42, 5.42, -1.61], [-0.10, 3.90, -2.73], [-2.73, 2.36, -5.24], [-1.48, 2.23, -4.64], [-3.53, 2.29, -4.47], [-2.85, 3.17, -5.96], [-2.81, 1.53, -5.84], [-1.15, 3.09, -4.28], [-0.12, 3.22, 1.62], [0.46, 1.95, 1.82], [-0.66, 3.26, 0.69], [-0.81, 3.41, 2.42], [0.57, 4.07, 1.64], [0.29, 1.55, 0.93], [4.23, 3.09, 2.91], [3.88, 1.83, 2.38], [5.09, 2.89, 3.59], [4.49, 3.84, 2.11], [3.40, 3.39, 3.47], [2.90, 1.91, 2.24], [2.46, 2.60, -2.20], [1.12, 2.51, -1.72], [2.92, 3.49, -1.82], [3.06, 1.73, -1.93], [2.60, 2.65, -3.26], [0.73, 1.59, -1.75], [0.03, -4.22, 3.41], [1.25, -3.48, 3.67], [-0.28, -4.67, 4.31], [-0.78, -3.61, 2.98], [0.27, -5.03, 2.67], [1.18, -2.54, 3.42], [-3.87, -3.60, -1.11], [-3.26, -4.93, -1.20], [-4.85, -3.58, -1.55], [-4.03, -3.23, -0.10], [-3.20, -2.90, -1.65], [-3.47, -5.44, -0.42], [-2.82, -2.38, -4.17], [-1.90, -2.13, -3.12], [-2.29, -2.61, -5.08], [-3.32, -3.32, -3.98], [-3.59, -1.69, -4.36], [-1.41, -1.34, -3.22], [-0.43, -1.01, 0.22], [0.20, 0.12, -0.30], [-1.08, -0.69, 1.03], [-1.06, -1.45, -0.58], [0.36, -1.64, 0.58], [1.05, -0.14, -0.66], [3.94, -1.42, 1.70], [3.82, -2.27, 0.53], [4.64, -0.70, 1.41], [2.99, -1.08, 2.15], [4.34, -2.01, 2.50], [3.62, -3.15, 0.82], [0.70, 0.28, 4.59], [0.89, -0.40, 3.34], [-0.17, 0.94, 4.51], [0.53, -0.45, 5.35], [1.60, 0.91, 4.79], [0.89, 0.40, 2.78], [0.99, -0.42, -4.57], [0.07, 0.08, -3.50], [1.46, 0.41, -5.05], [1.67, -1.05, -4.14], [0.44, -0.97, -5.35], [-0.26, 0.96, -3.81], [-3.15, 0.78, -1.79], [-3.21, 1.65, -0.66], [-4.03, 0.86, -2.49], [-2.27, 1.06, -2.42], [-3.03, -0.25, -1.53], [-4.10, 1.79, -0.34]]}

---

Bottom line: x, by a margin of 2.597 eV.

---

w.
{"formula": "C3H12O3", "method": "ωB97M-V with the def2-TZVPD basis set", "e_lumo_ev": 0.59, "homo_lumo_gap_ev": 11.21, "e_homo_ev": -10.62, "symbols": ["C", "C", "C", "O", "H", "H", "H", "H", "H", "H", "H", "H", "H", "H", "O", "H", "H", "O"], "coordinates": [[0.30, 0.56, -0.89], [0.94, -0.10, 0.33], [-0.05, -0.38, 1.44], [1.48, -1.36, -0.08], [1.13, 0.85, -1.52], [-0.34, -0.13, -1.43], [-0.26, 1.46, -0.64], [1.74, 0.52, 0.74], [-0.32, 0.49, 2.04], [-0.98, -0.79, 1.02], [0.30, -1.18, 2.09], [2.44, -1.36, -0.11], [-1.54, 4.11, -0.24], [-2.89, 4.30, -0.96], [-2.02, 3.88, -1.05], [-0.56, -3.93, 0.18], [0.52, -3.03, -0.44], [0.14, -3.92, -0.48]]}

---

x.
{"formula": "C3H12O3", "method": "ωB97M-V with the def2-TZVPD basis set", "e_lumo_ev": 0.74, "homo_lumo_gap_ev": 10.71, "e_homo_ev": -9.97, "symbols": ["C", "O", "H", "H", "H", "H", "C", "O", "H", "H", "H", "H", "C", "O", "H", "H", "H", "H"], "coordinates": [[-1.54, 2.16, 0.84], [-0.54, 3.12, 0.69], [-1.43, 1.67, 1.81], [-2.44, 2.77, 0.80], [-1.51, 1.50, -0.02], [-0.88, 3.88, 0.20], [-0.42, -3.03, -0.22], [-0.17, -2.08, 0.80], [0.49, -3.26, -0.79], [-0.58, -3.93, 0.37], [-1.32, -2.90, -0.81], [-0.18, -1.18, 0.44], [2.03, -0.02, -0.78], [0.68, 0.31, -0.63], [2.56, 0.03, 0.17], [2.15, -0.97, -1.30], [2.43, 0.78, -1.40], [0.69, 1.14, -0.15]]}

---

y.
{"formula": "C3H12O3", "method": "ωB97M-V with the def2-TZVPD basis set", "e_lumo_ev": 0.45, "homo_lumo_gap_ev": 10.74, "e_homo_ev": -10.28, "symbols": ["C", "C", "C", "O", "H", "H", "H", "H", "H", "H", "H", "H", "H", "H", "O", "H", "H", "O"], "coordinates": [[0.92, 0.90, -0.07], [1.18, -0.60, -0.28], [0.08, -1.42, 0.32], [1.42, -0.88, -1.72], [1.78, 1.38, -0.32], [0.13, 1.09, -0.75], [0.71, 1.61, 0.90], [2.09, -0.79, 0.34], [0.38, -1.48, 1.26], [-1.04, -1.14, 0.24], [0.23, -2.59, 0.11], [1.01, -0.14, -2.06], [-2.48, 0.00, 3.85], [-2.04, 0.18, 5.32], [-2.83, 0.02, 4.79], [-0.16, 2.36, -3.00], [-1.00, 1.49, -3.82], [-0.18, 1.46, -3.31]]}

---

Bottom line: w, by a margin of 1.547 eV.